a) Entry from the Open Molecules 2025 dataset: C5H7ClN2 in the gas phase (the ωB97M-V functional and the def2-TZVPD basis).

Results
Gap between HOMO and LUMO: 9.8 eV
SMILES: [H]/N=C(/Cl)C/C=C\N=C
HOMO energy: -9.1 eV

Element x y z (Å)
Cl 0.807 2.928 0.640
N 0.817 0.674 1.814
N -1.273 -0.936 0.484
C 0.994 0.596 -0.695
C -2.114 -0.099 0.091
C 0.813 -0.895 -0.723
C 0.862 1.192 0.682
C -0.261 -1.520 -0.234
H 0.850 -0.340 1.844
H -2.229 0.248 -0.942
H 1.983 0.862 -1.075
H -2.818 0.291 0.811
H -0.324 -2.600 -0.236
H 1.627 -1.487 -1.115
H 0.266 1.086 -1.348


b) Entry from the Open Molecules 2025 dataset: C5H7ClN2 in the gas phase (the ωB97M-V functional and the def2-TZVPD basis).

Results
Gap between HOMO and LUMO: 10.0 eV
SMILES: [H]/N=C(/C=C\Cl)N1CC1
HOMO energy: -9.3 eV

Element x y z (Å)
Cl -3.379 -1.024 0.026
N -0.441 -1.179 1.596
N 1.031 0.258 0.302
C -2.548 0.550 -0.037
C 1.987 -0.613 -0.296
C -1.301 0.703 0.199
C -0.235 -0.203 0.749
C 1.455 0.475 -1.184
H 0.602 -1.359 2.092
H -3.235 1.265 -0.282
H 2.929 -0.630 0.228
H 1.453 -1.626 -0.430
H 1.996 1.331 -1.487
H -1.033 1.903 0.364
H 0.719 0.150 -1.842


Which structure is most stable, and how do the rest compare? From most to least stable: a), b).